DFT (ωB97M-V/def2-TZVPD) results for C37H84BClInO20 as an isolated structure in a non-equilibrium geometry.

Last column: Mulliken charge in e.
Element x y z (Å)
C: -4.12626 -11.17222 5.15237  -0.780
C: -5.26266 -10.71430 4.02320  0.395
Cl: -5.50862 -12.17995 2.90430  -0.270
C: -4.55024 -9.51162 3.14405  -1.154
In: -4.61763 -7.47210 4.21857  0.171
C: -2.74696 -6.31101 3.57255  -0.597
C: -1.72045 -7.46565 2.93886  0.139
O: -1.06994 -8.32798 3.75912  -0.579
C: -6.50459 -6.44310 3.37181  -0.349
C: -7.66656 -7.63107 3.38428  0.446
O: -8.00754 -8.16350 2.20674  -0.533
O: -8.30596 -8.16348 4.60024  -0.538
B: -4.80314 -7.64382 6.47428  0.661
O: -4.50954 -6.40897 7.28465  -0.528
O: -5.22104 -8.90739 7.17401  -0.636
H: -3.49345 -10.19630 5.39000  0.156
H: -3.38350 -11.93215 4.64973  0.361
H: -4.64950 -11.58026 6.12061  0.216
H: -6.28665 -10.37989 4.52320  0.091
H: -3.45480 -9.86121 2.92177  0.358
H: -5.09847 -9.36642 2.10069  0.257
H: -2.28009 -5.75968 4.49406  0.283
H: -3.13011 -5.55575 2.73618  0.154
H: -1.60141 -7.55867 1.77719  0.164
H: -6.78489 -5.50320 4.00938  0.280
H: -6.24435 -6.20350 2.24322  -0.073
H: -7.61688 -8.61183 5.20440  0.283
H: -4.98399 -5.61579 6.85357  0.266
H: -5.98581 -9.23473 6.59100  0.334
C: -2.58504 -5.13138 -3.78635  -0.828
O: -3.34410 -6.29577 -3.50274  -0.303
C: -2.59579 -7.32517 -2.85970  -0.580
C: -3.34983 -7.90655 -1.65813  -0.267
O: -3.52474 -7.02758 -0.54119  -0.321
C: -4.35276 -5.87338 -0.74347  -0.188
C: -5.83823 -6.15472 -1.00969  -0.288
O: -6.03069 -6.78517 -2.27341  -0.320
C: -6.89762 -7.90905 -2.22573  -0.793
H: -2.07456 -5.24738 -4.74473  0.369
H: -3.27514 -4.28512 -3.85307  0.214
H: -1.86174 -4.90925 -2.99401  0.376
H: -1.61224 -6.96203 -2.53178  0.310
H: -2.43913 -8.11687 -3.59831  0.400
H: -2.75840 -8.74687 -1.27512  0.441
H: -4.30647 -8.33913 -1.95486  0.038
H: -3.92269 -5.22561 -1.50377  -0.040
H: -4.29076 -5.30646 0.19285  0.420
H: -6.37402 -5.19909 -1.04598  0.379
H: -6.25361 -6.74719 -0.18887  0.121
H: -6.79429 -8.47023 -1.29298  0.356
H: -6.62382 -8.57776 -3.04822  0.242
H: -7.93131 -7.58456 -2.36332  0.285
C: 0.91283 1.49046 -4.88467  -0.904
O: -0.28451 1.05168 -5.50617  -0.306
C: -0.16154 -0.20883 -6.16126  -0.538
C: -1.32710 -1.14259 -5.81501  -0.282
O: -1.38354 -1.60074 -4.45941  -0.435
C: -1.62550 -0.61309 -3.44714  -0.186
C: -3.00416 0.06095 -3.48682  -0.526
O: -3.14603 0.88941 -4.63792  -0.281
C: -4.37199 0.70195 -5.32989  -0.825
H: 1.53367 2.01950 -5.61075  0.354
H: 0.64338 2.18071 -4.07980  0.289
H: 1.47201 0.66080 -4.43824  0.377
H: 0.78742 -0.70166 -5.90957  0.328
H: -0.17023 -0.01306 -7.23758  0.382
H: -1.21291 -2.04871 -6.42209  0.429
H: -2.28614 -0.71568 -6.11219  0.080
H: -0.82012 0.11742 -3.42863  -0.046
H: -1.55318 -1.15222 -2.49526  0.461
H: -3.09954 0.71366 -2.61133  0.383
H: -3.78800 -0.70049 -3.43105  0.332
H: -4.70487 -0.33929 -5.30432  0.387
H: -4.20936 0.97344 -6.37798  0.235
H: -5.13758 1.35774 -4.90971  0.288
C: 3.86338 4.96695 -4.24911  -0.834
O: 4.21891 3.73581 -3.64059  -0.156
C: 5.32449 3.08641 -4.26438  -0.530
C: 6.35028 2.60042 -3.23389  -0.282
O: 7.06225 3.62186 -2.52643  -0.499
C: 6.29736 4.46184 -1.65004  -0.353
C: 5.68024 3.76692 -0.42821  0.230
O: 4.65184 2.85715 -0.81057  -0.125
C: 4.74844 1.58757 -0.18147  -0.837
H: 3.18182 4.78401 -5.08250  0.257
H: 3.35128 5.57915 -3.50090  0.167
H: 4.74190 5.52514 -4.59107  0.420
H: 5.82073 3.74552 -4.98970  0.369
H: 4.92594 2.22241 -4.80432  0.362
H: 7.11788 2.03557 -3.77644  0.444
H: 5.91033 1.88902 -2.53340  0.023
H: 5.55446 5.02200 -2.21304  0.023
H: 7.00632 5.20997 -1.27639  0.437
H: 5.21202 4.52761 0.20720  -0.349
H: 6.46693 3.27545 0.15219  0.493
H: 5.78686 1.27947 -0.03184  0.457
H: 4.27466 0.85154 -0.83907  0.254
H: 4.21471 1.60557 0.77119  0.096
C: 2.84178 11.56761 -2.99680  -0.860
O: 3.22420 10.74030 -1.90973  -0.247
C: 3.12659 11.38122 -0.63975  -0.532
C: 2.42487 10.48989 0.39149  -0.073
O: 1.03397 10.23845 0.16150  -0.474
C: 0.69342 9.47922 -1.00739  -0.323
C: 1.16373 8.01794 -1.01581  -0.502
O: 2.58349 7.92815 -1.10363  -0.321
C: 3.15748 7.01857 -0.17618  -1.081
H: 3.69476 12.16602 -3.32369  0.286
H: 2.52702 10.92030 -3.82068  0.235
H: 1.99664 12.21651 -2.74191  0.408
H: 2.59623 12.34042 -0.71338  0.348
H: 4.14784 11.58023 -0.30165  0.384
H: 2.46941 11.00787 1.35707  0.448
H: 2.96079 9.55169 0.54287  -0.122
H: 1.00197 10.00710 -1.90671  0.086
H: -0.40251 9.46942 -1.03557  0.428
H: 0.75803 7.52521 -1.90701  0.347
H: 0.77438 7.50076 -0.13364  0.338
H: 2.62063 7.00722 0.77634  0.519
H: 4.18254 7.34708 0.02373  0.274
H: 3.18578 6.01679 -0.61021  0.415
C: 2.37989 3.44934 6.81126  -0.844
O: 3.64612 3.97755 6.45060  -0.283
C: 4.69759 3.01484 6.47807  -0.501
C: 5.56369 3.08663 5.21512  -0.263
O: 4.92900 2.68837 3.99476  -0.450
C: 3.84522 3.50422 3.52730  -0.491
C: 4.21818 4.93105 3.10106  0.048
O: 4.61911 5.72040 4.21805  -0.351
C: 5.81265 6.45800 3.99817  -0.819
H: 2.26484 3.47397 7.89693  0.285
H: 1.60863 4.07994 6.35920  0.238
H: 2.23803 2.42974 6.43627  0.404
H: 4.30588 1.99508 6.59388  0.339
H: 5.31898 3.24341 7.34900  0.394
H: 6.39763 2.38719 5.34913  0.430
H: 6.02640 4.06798 5.10024  0.042
H: 3.02821 3.49856 4.24500  0.119
H: 3.45858 2.98919 2.64006  0.379
H: 3.33034 5.41171 2.67407  0.239
H: 4.99089 4.89401 2.32720  0.138
H: 6.52410 5.91374 3.37107  0.358
H: 6.28663 6.62494 4.97086  0.270
H: 5.57241 7.42522 3.55152  0.276

Results
- ΔE to the lowest compared entry with this formula, charge and spin (eV) = 5.3183
- HOMO energy (eV) = -5.279
- orbital gap (eV) = 6.731
- spin multiplicity = 1
- charge = -1

=====

DFT (ωB97M-V/def2-TZVPD) results for C45H45Br2FeN3O2P as an isolated structure in a non-equilibrium geometry.

Last column: Löwdin spin population.
Element x y z (Å)
Fe: 0.24842 0.05098 -0.18152  3.705
Br: 1.06227 6.96887 3.34084  0.000
C: 0.48724 5.60186 2.15943  0.000
C: -0.36932 5.90544 1.11021  0.000
C: -0.79863 4.91625 0.24938  0.001
C: -0.38179 3.58949 0.43374  0.001
C: 0.47552 3.31679 1.50041  0.001
C: 0.91404 4.29782 2.35917  0.000
N: -0.72504 2.49814 -0.35390  0.023
C: -1.66254 2.57881 -1.23142  0.001
C: -2.00595 1.46112 -2.07264  0.001
C: -2.78353 1.64710 -3.22278  0.001
C: -3.09575 0.55992 -4.01421  -0.001
C: -2.63412 -0.69277 -3.63365  0.000
C: -1.87162 -0.79152 -2.48227  0.001
N: -1.55937 0.24352 -1.71550  0.019
H: -0.69827 6.92393 0.98082  0.000
H: -1.45208 5.19502 -0.56241  0.000
H: 0.75099 2.28753 1.64415  0.001
H: 1.58110 4.05628 3.17134  0.000
H: -2.24630 3.48421 -1.39864  0.000
H: -3.12210 2.63487 -3.48933  0.000
H: -3.68637 0.67879 -4.90908  0.000
H: -2.86550 -1.57554 -4.20621  0.000
H: -1.49896 -1.75312 -2.16145  0.000
O: -1.46490 0.10606 2.58897  -0.001
N: -0.13832 0.47188 2.37983  0.028
C: 0.56333 0.48644 3.44390  0.003
C: 1.94291 0.92713 3.53602  0.000
C: 2.41557 1.17871 4.83047  0.000
C: 3.68154 1.68296 5.05446  0.000
C: 4.50941 1.95843 3.97752  0.000
C: 4.07230 1.69485 2.69118  0.001
C: 2.80584 1.16917 2.45025  0.005
P: 2.39313 0.62126 0.74509  0.024
C: 2.77643 1.98552 -0.41011  0.006
C: 3.07723 3.29795 -0.06209  0.002
C: 3.13792 4.27764 -1.03963  0.002
C: 2.89845 3.96290 -2.36681  0.003
C: 2.62043 2.65212 -2.72626  0.001
C: 2.54970 1.67258 -1.75468  0.006
C: 3.79008 -0.54496 0.56774  0.004
C: 3.60513 -1.81253 1.11217  0.000
C: 4.64260 -2.72417 1.12363  0.000
C: 5.87307 -2.37067 0.59006  0.000
C: 6.05571 -1.11708 0.02857  0.000
C: 5.01738 -0.20190 0.00990  0.001
H: -1.93857 0.28620 1.76462  0.000
H: 0.08509 0.22314 4.38531  0.001
H: 1.77732 0.96820 5.67473  0.000
H: 4.01677 1.85365 6.06638  0.000
H: 5.49895 2.35644 4.14611  0.000
H: 4.73216 1.89154 1.85813  0.000
H: 3.25680 3.56373 0.96774  0.000
H: 3.36147 5.29722 -0.76233  0.000
H: 2.92261 4.73394 -3.12213  0.000
H: 2.44368 2.39811 -3.76166  0.000
H: 2.32797 0.64959 -2.03600  0.001
H: 2.64009 -2.07589 1.52674  0.000
H: 4.49914 -3.70405 1.55196  0.000
H: 6.68407 -3.08032 0.59858  0.000
H: 7.01467 -0.85142 -0.39019  0.000
H: 5.15490 0.76977 -0.44359  0.000
C: -0.11631 -7.39609 -3.09382  0.000
C: 0.20418 -6.99854 -1.64475  0.001
C: 1.48231 -7.71408 -1.17853  0.000
C: -0.96630 -7.43836 -0.76076  0.000
C: 0.45371 -5.50411 -1.55715  0.005
C: -0.15248 -4.69996 -0.60006  0.000
C: 0.13793 -3.35752 -0.57399  0.008
Br: -0.70899 -2.22720 0.74258  0.040
C: 1.00995 -2.69127 -1.46480  0.005
O: 1.15961 -1.41204 -1.38776  0.087
C: 1.65234 -3.53798 -2.42646  0.006
C: 1.35507 -4.88523 -2.42905  -0.001
C: 2.63462 -2.93280 -3.41678  0.001
C: 3.29758 -3.98108 -4.31719  0.000
C: 1.88468 -1.93092 -4.30980  0.000
C: 3.75572 -2.21973 -2.64815  0.001
H: -0.35208 -8.45680 -3.14176  0.000
H: 0.72357 -7.21304 -3.75775  0.000
H: -0.97503 -6.83569 -3.45828  0.000
H: 1.34814 -8.79193 -1.22791  0.000
H: 1.71430 -7.43970 -0.15132  0.000
H: 2.32885 -7.44371 -1.80482  0.000
H: -1.14231 -8.50322 -0.88974  0.000
H: -1.87797 -6.91246 -1.03516  0.000
H: -0.75920 -7.26497 0.29187  0.000
H: -0.85018 -5.08964 0.11987  0.000
H: 1.84501 -5.50807 -3.15703  0.000
H: 2.57523 -4.50057 -4.94219  0.000
H: 3.85430 -4.70865 -3.73064  0.000
H: 4.00169 -3.48038 -4.97688  0.000
H: 1.14339 -2.44674 -4.91810  0.000
H: 2.58575 -1.43257 -4.97526  0.000
H: 1.37807 -1.17720 -3.71110  0.000
H: 4.29667 -2.92596 -2.02206  0.000
H: 3.36104 -1.43944 -2.00617  0.000
H: 4.45624 -1.77510 -3.35080  0.000

Results
- ⟨S²⟩ = 6.012
- HOMO energy (alpha / beta) (eV) = -9.625 / -9.631
- orbital gap (alpha / beta) (eV) = 5.954 / 5.929
- spin multiplicity = 5
- charge = +1

=====

DFT (ωB97M-V/def2-TZVPD) results for C23H24N6O3Ti as an isolated structure.

Last column: natural (NBO) charge in e.
Element x y z (Å)
Ti: -0.07861 -0.45472 -0.12311  1.820
O: -2.98943 -2.19652 -1.64115  -0.434
C: -2.55042 -1.55844 -0.73917  0.657
N: -1.32178 -1.85566 -0.04404  -0.687
C: -1.38971 -2.06217 1.40426  0.041
C: -2.17294 -3.07984 1.91257  -0.192
C: -2.16462 -3.34390 3.27884  -0.178
C: -1.35453 -2.60869 4.12442  -0.175
C: -0.56303 -1.58018 3.62185  -0.217
C: -0.57891 -1.29364 2.27021  0.145
N: 0.17684 -0.16832 1.74780  -0.705
C: 1.58524 -0.08315 1.95569  0.635
O: 2.16067 0.94481 2.15554  -0.451
C: 2.27498 -1.33720 1.47622  0.110
C: 3.38888 -1.94570 2.00249  -0.192
C: 3.88317 -3.05965 1.33412  -0.097
C: 3.26761 -3.49174 0.16683  -0.221
C: 2.16941 -2.80252 -0.31202  0.086
N: 1.67910 -1.74264 0.34139  -0.510
C: -3.04238 -0.19239 -0.34058  0.101
C: -4.35174 0.22691 -0.34648  -0.183
C: -4.60438 1.54190 0.02751  -0.100
C: -3.54542 2.37412 0.36144  -0.213
C: -2.25402 1.88030 0.31211  0.089
N: -2.01057 0.61188 -0.03440  -0.506
H: -2.76862 -3.68077 1.23618  0.243
H: -2.78498 -4.13747 3.67262  0.245
H: -1.34393 -2.81814 5.18541  0.245
H: 0.04006 -0.97357 4.28673  0.239
H: 3.84285 -1.56415 2.90634  0.264
H: 4.74308 -3.59038 1.72170  0.256
H: 3.62980 -4.35875 -0.36715  0.258
H: 1.65720 -3.10446 -1.21563  0.223
H: -5.14007 -0.45999 -0.62215  0.266
H: -5.62031 1.91290 0.06410  0.257
H: -3.71289 3.39776 0.66519  0.259
H: -1.40228 2.49502 0.56943  0.227
C: -0.71140 -0.48005 -3.90639  -0.408
N: 0.56726 0.24195 -3.97712  -0.379
C: 1.27552 0.18502 -5.26402  -0.414
C: 1.06334 0.75121 -2.85472  0.825
O: 0.55752 0.28832 -1.73972  -0.749
N: 2.00219 1.68789 -2.76532  -0.375
C: 2.74534 1.86046 -1.50944  -0.403
C: 2.37628 2.57355 -3.87720  -0.412
H: -1.10270 -0.56807 -4.91515  0.242
H: -1.43360 0.07488 -3.31302  0.215
H: -0.58456 -1.48007 -3.49190  0.216
H: 1.00456 -0.75482 -5.73769  0.236
H: 2.34844 0.17583 -5.10587  0.223
H: 0.99614 1.00014 -5.92776  0.226
H: 2.09448 1.77737 -0.64616  0.210
H: 3.17402 2.85748 -1.50392  0.239
H: 3.55138 1.13106 -1.43041  0.220
H: 1.51345 2.76008 -4.50582  0.226
H: 3.20106 2.17995 -4.46770  0.222
H: 2.68564 3.52280 -3.44858  0.236

Results
- ΔE to the lowest compared entry with this formula, charge and spin (eV) = 0.0000
- HOMO energy (eV) = -14.222
- orbital gap (eV) = 7.155
- spin multiplicity = 1
- charge = +2

=====

DFT (ωB97M-V/def2-TZVPD) results for C4H9NO2 as an isolated structure in a non-equilibrium geometry.

Last column: natural (NBO) charge in e.
Element x y z (Å)
C: 1.02760 -0.60277 -1.21483  -0.655
C: 0.37487 -0.97190 1.30092  -0.678
C: 0.49480 0.30620 -0.12302  0.513
O: 1.07546 1.30205 0.31019  -0.629
H: 1.15725 0.00229 -2.11404  0.222
H: 0.34803 -1.42813 -1.40977  0.235
H: 2.00201 -0.98925 -0.91535  0.239
H: 0.00833 -1.96197 1.05790  0.206
H: 1.46118 -0.95637 1.37366  0.203
H: -0.05623 -0.55808 2.20616  0.199
C: -1.20796 0.79404 -0.50090  0.195
O: -1.35871 2.09163 -0.05993  -0.720
N: -1.61548 -0.23085 0.28605  -0.391
H: -0.45909 2.40475 0.17297  0.505
H: -1.88489 0.14027 1.19977  0.364
H: -1.36717 0.65809 -1.56977  0.193

Results
- ΔE to the lowest compared entry with this formula, charge and spin (eV) = 5.6133
- HOMO energy (eV) = -8.647
- orbital gap (eV) = 7.344
- spin multiplicity = 1
- charge = 0

=====

| no. | calculated total energy (eV) |
| --- | --- |
| 1 | -99041.390 |
| 2 | -239716.895 |
| 3 | -62427.012 |
| 4 | -9874.447 |